No. 1
Density functional theory data (ωB97M-V with the def2-TZVPD basis set) for a molecular structure, C30H30CuIN3O7P3.

XYZ file:
```
75
C30H30CuIN3O7P3 ωB97M-V with the def2-TZVPD basis set
Cu 0.888 1.130 -0.905
N 1.996 1.356 3.106
C 0.735 1.905 2.459
C -0.168 2.539 3.505
P -0.114 0.459 1.663
O -0.032 -0.581 2.921
O -1.517 0.764 1.326
O 0.839 -0.110 0.632
P 1.372 3.094 1.167
O 1.357 4.527 1.890
O 0.415 3.092 0.019
O 2.805 2.672 1.013
H 1.884 0.375 3.373
H 2.245 1.896 3.934
H 2.737 1.492 2.382
H -0.489 1.810 4.251
H -1.062 2.920 3.012
H 0.331 3.371 4.004
H -0.902 -0.699 3.321
H 0.598 5.059 1.624
I -1.826 -2.750 0.764
C -3.272 -3.830 -0.294
C -3.701 -4.985 0.292
C -4.631 -5.814 -0.364
C -5.089 -5.465 -1.597
C -4.659 -4.268 -2.221
C -5.145 -3.940 -3.508
C -4.755 -2.798 -4.140
C -3.874 -1.920 -3.488
C -3.378 -2.191 -2.234
P -2.288 -0.932 -1.525
C -3.095 0.649 -1.647
C -2.323 1.808 -1.539
C -2.929 3.050 -1.581
C -4.309 3.146 -1.709
C -5.086 1.996 -1.778
C -4.487 0.749 -1.739
C -0.771 -0.903 -2.502
C 0.360 -1.610 -2.099
C 1.466 -1.675 -2.933
C 1.448 -1.041 -4.166
C 0.326 -0.330 -4.568
C -0.779 -0.251 -3.739
C -3.742 -3.400 -1.565
H -3.320 -5.278 1.261
H -4.962 -6.726 0.114
H -5.791 -6.097 -2.125
H -5.835 -4.625 -3.984
H -5.121 -2.555 -5.127
H -3.594 -1.002 -3.989
H -1.252 1.769 -1.368
H -2.316 3.937 -1.489
H -4.782 4.118 -1.738
H -6.162 2.071 -1.858
H -5.100 -0.141 -1.787
H 0.389 -2.096 -1.134
H 2.345 -2.218 -2.613
H 2.313 -1.095 -4.815
H 0.313 0.170 -5.528
H -1.649 0.315 -4.053
N 4.965 3.929 -0.722
C 4.740 4.195 -2.029
O 5.500 4.817 -2.744
C 3.426 3.690 -2.559
C 2.747 4.419 -3.524
C 1.498 3.982 -3.931
C 0.972 2.836 -3.362
N 1.645 2.093 -2.479
C 2.859 2.516 -2.102
H 5.821 4.282 -0.327
H 4.246 3.577 -0.101
H 3.198 5.319 -3.920
H 0.922 4.532 -4.663
H -0.023 2.495 -3.618
H 3.381 1.894 -1.387
```

Calculated values
ΔE to the lowest compared entry with this formula, charge and spin in kcal per mole: 26.6
Electronic energy in Eh: -4814.46429
<S²>: 0.759
Kohn-Sham gap (alpha / beta) in eV: 7.67 / 5.85
Charge: +1
Spin multiplicity: 2
Lowest unoccupied orbital energy (alpha / beta) in eV: -2.821 / -4.709



No. 2
Density functional theory data (ωB97M-V with the def2-TZVPD basis set) for 10 unconnected molecules or ions with the total composition C30H30F10O30 in a non-equilibrium geometry.

XYZ file:
```
100
C30H30F10O30 ωB97M-V with the def2-TZVPD basis set
O 5.727 0.984 -4.052
C 5.020 0.072 -3.867
O 4.589 -0.816 -4.790
C 3.554 -1.620 -4.252
C 3.408 -1.122 -2.748
F 3.605 -2.194 -1.883
O 4.439 -0.169 -2.658
H 2.634 -1.453 -4.839
H 3.806 -2.709 -4.224
H 2.506 -0.647 -2.473
O 6.179 0.964 6.888
C 6.030 0.498 5.824
O 6.313 1.168 4.721
C 6.044 0.349 3.547
C 5.597 -0.969 4.149
F 6.514 -1.973 3.852
O 5.591 -0.756 5.519
H 5.441 0.842 2.815
H 7.007 0.060 3.140
H 4.588 -1.354 3.865
O -1.660 -4.119 1.623
C -0.610 -4.387 1.236
O -0.058 -3.816 0.163
C 1.152 -4.400 -0.177
C 1.428 -5.255 1.003
F 2.331 -4.654 1.884
O 0.196 -5.348 1.649
H 0.968 -5.023 -1.114
H 1.929 -3.648 -0.295
H 1.685 -6.308 0.834
O -0.908 -0.043 -4.401
C -1.027 -1.205 -4.167
O -2.110 -1.926 -4.327
C -1.723 -3.301 -4.454
C -0.207 -3.273 -4.284
F 0.367 -3.363 -5.555
O 0.032 -1.946 -3.827
H -2.403 -3.808 -3.840
H -1.862 -3.483 -5.557
H 0.260 -4.060 -3.702
O -3.265 -3.544 -1.974
C -3.537 -2.597 -1.288
O -2.653 -1.796 -0.692
C -3.371 -0.921 0.223
C -4.800 -1.084 -0.334
F -5.012 -0.015 -1.145
O -4.788 -2.277 -1.032
H -3.285 -1.398 1.197
H -3.126 0.081 0.113
H -5.577 -1.109 0.464
O -4.297 -0.420 3.396
C -4.195 0.186 4.412
O -5.143 0.312 5.398
C -4.616 1.017 6.536
C -3.228 1.426 6.117
F -2.225 0.968 6.907
O -3.092 0.849 4.793
H -5.288 1.834 6.754
H -4.555 0.430 7.505
H -3.047 2.515 5.987
O -4.251 3.681 4.706
C -3.629 3.669 3.698
O -2.680 4.522 3.347
C -2.165 4.258 2.017
C -2.831 2.870 1.788
F -1.785 2.040 2.068
O -3.839 2.791 2.745
H -2.488 5.031 1.322
H -1.073 4.118 2.123
H -3.206 2.672 0.751
O -1.963 3.020 -1.091
C -2.091 2.955 -2.303
O -3.191 2.608 -2.990
C -2.940 2.566 -4.362
C -1.504 3.173 -4.509
F -1.577 4.434 -5.054
O -1.044 3.208 -3.173
H -2.938 1.538 -4.763
H -3.657 3.159 -4.927
H -0.821 2.633 -5.138
O 3.560 -0.999 1.132
C 2.382 -0.867 1.268
O 1.521 -0.998 0.276
C 0.206 -0.581 0.680
C 0.394 -0.519 2.224
F -0.085 -1.651 2.730
O 1.804 -0.399 2.369
H -0.008 0.455 0.419
H -0.483 -1.390 0.430
H -0.118 0.322 2.745
O 1.459 2.144 -4.849
C 1.823 2.631 -3.844
O 1.862 3.921 -3.567
C 2.604 4.078 -2.327
C 2.578 2.677 -1.628
F 1.472 2.596 -0.708
O 2.220 1.895 -2.750
H 3.611 4.388 -2.519
H 2.124 4.859 -1.714
H 3.472 2.248 -1.189
```

Calculated values
ΔE to the lowest compared entry with this formula, charge and spin in kcal per mole: 25.9
Electronic energy in Eh: -4417.18772
Kohn-Sham gap in eV: 11.36
Spin multiplicity: 1
SMILES: O=C1OC[C@@H](F)O1.O=C1OC[C@@H](F)O1.O=C1OC[C@@H](F)O1.O=C1OC[C@@H](F)O1.O=C1OC[C@@H](F)O1.O=C1OC[C@@H](F)O1.O=C1OC[C@@H](F)O1.O=C1OC[C@@H](F)O1.O=C1OC[C@@H](F)O1.O=C1OC[C@@H](F)O1
Lowest unoccupied orbital energy in eV: 0.183



No. 3
Density functional theory data (ωB97M-V with the def2-TZVPD basis set) for a molecular structure, C30H30FN7O4S2Sc.

XYZ file:
```
75
C30H30FN7O4S2Sc ωB97M-V with the def2-TZVPD basis set
Sc 0.345 -0.751 -0.565
N 0.951 -4.043 0.438
C 1.562 -3.848 -0.730
N 2.406 -4.787 -1.153
C 2.977 -4.556 -2.329
N 3.874 -5.435 -2.781
N 2.705 -3.498 -3.132
C 1.876 -2.628 -2.617
N 1.295 -2.700 -1.411
C 1.508 -1.454 -3.455
C 2.006 -1.299 -4.737
C 1.613 -0.189 -5.466
C 0.739 0.719 -4.889
C 0.294 0.479 -3.601
N 0.664 -0.585 -2.897
H 1.105 -4.927 0.891
H 0.192 -3.425 0.708
H 4.108 -6.237 -2.225
H 4.312 -5.279 -3.670
H 2.685 -2.037 -5.133
H 1.985 -0.033 -6.469
H 0.411 1.600 -5.421
H -0.382 1.164 -3.105
O 4.007 1.253 -0.068
C 3.071 0.485 0.033
O 2.251 0.117 -0.892
C 2.736 -0.113 1.384
C 3.571 0.032 2.479
C 3.180 -0.531 3.681
C 1.968 -1.201 3.747
C 1.188 -1.287 2.608
N 1.570 -0.757 1.442
H 4.495 0.578 2.355
H 3.810 -0.449 4.557
H 1.627 -1.651 4.669
H 0.228 -1.783 2.608
O -0.131 1.300 -0.184
S 0.584 2.638 -0.042
C -0.793 3.807 -0.100
C -2.075 3.436 0.645
C -2.782 2.122 0.267
C -2.954 1.912 -1.233
S -3.023 0.180 -1.778
O -1.722 -0.453 -1.369
C -4.244 -0.414 -0.623
C -3.850 -1.205 0.442
C -4.821 -1.641 1.333
C -6.151 -1.289 1.151
C -6.529 -0.507 0.066
C -5.573 -0.071 -0.837
C 1.075 2.766 1.657
C 2.216 3.512 1.919
C 2.644 3.640 3.232
C 1.944 3.009 4.251
C 0.821 2.240 3.969
C 0.378 2.112 2.663
H -0.966 3.950 -1.168
H -0.381 4.743 0.284
H -2.760 4.273 0.476
H -1.879 3.427 1.718
H -3.764 2.124 0.741
H -2.236 1.277 0.681
H -2.114 2.298 -1.812
H -3.864 2.372 -1.626
H -2.807 -1.479 0.556
H -4.535 -2.263 2.171
H -6.902 -1.635 1.850
H -7.568 -0.248 -0.081
H -5.860 0.523 -1.697
H 2.779 3.956 1.106
H 3.532 4.214 3.454
H 2.284 3.105 5.274
H 0.294 1.735 4.768
H -0.476 1.492 2.421
F -0.719 -1.902 0.600
```

Calculated values
ΔE to the lowest compared entry with this formula, charge and spin in kcal per mole: 0.0
Electronic energy in Eh: -3502.57923
Kohn-Sham gap in eV: 9.20
Charge: +1
Spin multiplicity: 1
Lowest unoccupied orbital energy in eV: -2.478



No. 4
Density functional theory data (ωB97M-V with the def2-TZVPD basis set) for a molecular structure, C30H30N6O2Zr.

XYZ file:
```
69
C30H30N6O2Zr ωB97M-V with the def2-TZVPD basis set
Zr 0.070 0.131 0.243
C 1.539 0.989 -2.539
N 0.347 0.187 -2.172
C -0.858 0.867 -2.691
C -1.099 2.123 -1.895
C -1.889 3.144 -2.388
C -2.062 4.286 -1.622
C -1.428 4.377 -0.389
C -0.684 3.305 0.050
N -0.526 2.187 -0.679
C 0.487 -1.189 -2.724
C 0.132 -2.290 -1.759
C -0.246 -3.538 -2.215
C -0.445 -4.559 -1.297
C -0.256 -4.304 0.054
C 0.100 -3.028 0.436
N 0.290 -2.038 -0.451
C 2.694 0.662 -1.642
C 3.997 0.690 -2.101
C 5.030 0.431 -1.213
C 4.719 0.135 0.103
C 3.392 0.111 0.484
N 2.384 0.378 -0.362
H 1.801 0.827 -3.588
H 1.295 2.045 -2.429
H -0.742 1.104 -3.754
H -1.712 0.198 -2.579
H -2.350 3.045 -3.361
H -2.674 5.099 -1.986
H -1.520 5.258 0.230
H -0.206 3.321 1.021
H -0.091 -1.286 -3.645
H 1.535 -1.335 -2.997
H -0.377 -3.709 -3.275
H -0.743 -5.543 -1.632
H -0.395 -5.072 0.800
H 0.232 -2.770 1.479
H 4.196 0.915 -3.140
H 6.059 0.450 -1.548
H 5.487 -0.088 0.829
H 3.104 -0.141 1.493
C 2.075 0.066 4.115
C 0.891 0.367 3.259
O 0.922 -0.168 2.042
C -0.164 1.107 3.682
C -1.378 1.280 2.947
C -2.565 1.844 3.659
N -1.464 0.915 1.690
N -2.741 1.041 1.136
C -2.832 0.323 0.072
O -1.805 -0.412 -0.357
C -4.060 0.308 -0.743
C -4.216 -0.641 -1.750
C -5.366 -0.646 -2.526
C -6.358 0.297 -2.299
C -6.206 1.243 -1.292
C -5.063 1.250 -0.513
H 2.254 -1.010 4.132
H 1.934 0.421 5.132
H 2.969 0.545 3.706
H -0.138 1.488 4.691
H -2.295 2.169 4.659
H -3.350 1.090 3.724
H -2.988 2.672 3.091
H -3.450 -1.391 -1.903
H -5.494 -1.391 -3.300
H -7.256 0.293 -2.902
H -6.985 1.971 -1.112
H -4.938 1.978 0.278
```

Calculated values
ΔE to the lowest compared entry with this formula, charge and spin in kcal per mole: 0.2
Electronic energy in Eh: -1687.00360
Kohn-Sham gap in eV: 7.35
Charge: +2
Spin multiplicity: 1
Lowest unoccupied orbital energy in eV: -5.986